1.
69
Properties=species:S:1:pos:R:3 method="wB97M-V/def2-TZVPD" e_lumo_ev=-4.050 relative_energy_kj_mol=609.45 orbital_gap_ha=0.306 spin_multiplicity=1 total_charge=+1
C 1.6130 -0.5896 0.4610
O 0.2825 -0.9303 -0.0754
C -0.1826 0.0588 -1.0679
C -1.1652 1.2288 -0.3935
C -0.6900 2.7666 -0.7989
C -0.4070 3.7354 0.5015
C 0.9732 3.4008 1.3203
C 2.3226 3.3416 0.3456
N 2.4659 3.9397 -1.0399
C 3.8605 3.5884 -1.5375
C 4.5601 2.7269 -0.3036
N 3.5681 2.6210 0.8586
H 1.4578 0.0096 1.4769
H 2.3194 -0.0341 -0.2890
H 2.1706 -1.5922 0.7828
H 0.6844 0.5343 -1.6970
H -0.8575 -0.5492 -1.8421
H -2.2558 1.0227 -0.8294
H -1.2190 1.0386 0.7599
H 0.1743 2.7519 -1.5941
H -1.6302 3.2429 -1.3583
H -0.3677 4.8463 0.0898
H -1.3190 3.5952 1.2401
H 1.1345 4.0929 2.2710
H 0.8421 2.2956 1.7516
H 1.7066 4.4764 -1.5192
H 4.3166 3.8611 -2.5864
H 5.6525 2.2606 -0.3229
H 3.6987 2.1641 1.7941
C -4.5991 2.6190 0.4541
C -5.0799 2.2478 -0.9402
C -6.3442 3.0000 -1.3627
C -7.5851 2.7320 -0.5025
C -8.0133 1.2652 -0.4090
C -8.4065 0.6671 -1.7514
H -5.3355 2.3566 1.2190
H -3.6744 2.0789 0.6879
H -4.3920 3.6907 0.5238
H -5.2393 1.1658 -0.9995
H -4.2826 2.4807 -1.6564
H -6.5655 2.7557 -2.4083
H -6.1386 4.0780 -1.3438
H -8.4188 3.3189 -0.9080
H -7.4155 3.1126 0.5112
H -8.8730 1.1969 0.2669
H -7.2194 0.6612 0.0437
H -9.2296 1.2303 -2.2020
H -8.7370 -0.3687 -1.6196
H -7.5678 0.6599 -2.4521
C 3.7177 -6.9825 1.7326
C 4.3468 -6.4421 0.4579
C 5.7563 -5.8840 0.6701
C 5.8503 -4.6840 1.6202
C 5.0021 -3.4709 1.2297
C 5.3997 -2.8652 -0.1080
H 3.5853 -6.1976 2.4826
H 2.7281 -7.4002 1.5145
H 4.3324 -7.7770 2.1656
H 3.6943 -5.6796 0.0191
H 4.4033 -7.2565 -0.2744
H 6.1767 -5.6111 -0.3049
H 6.3991 -6.6834 1.0606
H 6.9014 -4.3755 1.6826
H 5.5689 -4.9970 2.6322
H 5.1142 -2.7048 2.0049
H 3.9392 -3.7350 1.2118
H 6.4487 -2.5534 -0.0974
H 4.7861 -1.9827 -0.3187
H 5.2567 -3.5710 -0.9300

2.
74
Properties=species:S:1:pos:R:3 method="wB97M-V/def2-TZVPD" e_lumo_ev=-3.904 relative_energy_kj_mol=1199.91 smiles="CCCCCCCCCCCCNC1=[N+](CCP(=O)(OCC)OCC)COCN1" orbital_gap_ha=0.317 spin_multiplicity=1 total_charge=+1
C 4.5417 -3.6115 2.9793
C 4.1950 -4.8846 1.9771
C 4.4999 -4.5638 0.3854
C 5.1055 -3.0490 0.1684
C 5.5017 -2.7106 -1.4081
C 6.5624 -1.4472 -1.4916
C 5.9704 -0.0694 -0.7689
C 4.8434 0.7041 -1.7289
C 3.3494 0.4954 -1.0813
C 2.4209 1.8534 -1.0893
C 0.8307 1.5993 -1.3950
C 0.1667 0.3323 -0.5775
N -1.0036 0.8923 0.2446
C -0.9501 1.2300 1.5734
N 0.3046 1.0370 2.4070
C 0.0003 -0.1365 3.2988
O -1.0785 0.3221 4.2367
C -2.3153 0.6476 3.4524
N -2.0954 1.7352 2.4274
C -3.3090 2.1832 1.7073
C -4.4531 1.0510 1.3990
P -5.4015 1.3263 -0.2642
O -6.1860 -0.0577 -0.5248
O -6.4701 2.7005 -0.2361
C -7.8888 2.2793 -0.1053
C -8.5838 1.8420 -1.5361
O -4.1858 1.4186 -1.5227
C -4.7871 2.1889 -2.6274
C -4.0091 1.6718 -4.0102
H 3.9572 -2.6299 2.6790
H 5.6923 -3.3405 2.9822
H 4.2671 -3.8954 4.0903
H 4.8183 -5.8241 2.3419
H 3.0463 -5.1638 2.1365
H 3.4547 -4.6434 -0.1839
H 5.2626 -5.3921 0.0262
H 4.3193 -2.2506 0.5221
H 6.1204 -2.9186 0.7797
H 6.0843 -3.6517 -1.8442
H 4.5260 -2.5509 -2.0542
H 6.8799 -1.2210 -2.6081
H 7.5142 -1.7706 -0.8537
H 6.8976 0.6544 -0.6334
H 5.5696 -0.2972 0.3102
H 4.9024 0.1740 -2.7898
H 5.1680 1.8310 -1.7897
H 2.7221 -0.3533 -1.5973
H 3.4562 0.1796 0.0632
H 2.8481 2.5377 -1.9688
H 2.5544 2.5181 -0.1067
H 0.6406 1.5278 -2.5715
H 0.2655 2.5932 -1.0514
H -0.3003 -0.3799 -1.4138
H 0.9256 -0.2954 0.0536
H -1.8923 0.9984 -0.3063
H 1.1794 0.9713 1.8753
H 0.8896 -0.4689 4.0028
H -0.4322 -1.0828 2.7580
H -3.0730 1.0827 4.2551
H -2.6916 -0.3751 3.0261
H -3.0675 2.7040 0.6608
H -3.8400 3.0297 2.3607
H -5.2212 1.0896 2.3056
H -4.0002 -0.0481 1.3142
H -8.4746 3.2434 0.2603
H -8.0433 1.4659 0.7284
H -9.7713 1.9349 -1.4707
H -8.3865 0.6807 -1.7257
H -8.1980 2.4604 -2.4528
H -4.7104 3.3470 -2.4642
H -5.9175 1.8724 -2.6951
H -2.9318 1.2986 -3.6676
H -3.9678 2.6067 -4.7191
H -4.6177 0.7720 -4.4537

3.
72
Properties=species:S:1:pos:R:3 method="wB97M-V/def2-TZVPD" e_lumo_ev="-12.756 / -14.619" relative_energy_kj_mol=155.34 orbital_gap_ha="0.289 / 0.215" spin_multiplicity=5 total_charge=+4
Os -1.2913 0.3586 0.3153
P -1.3462 -1.7263 -0.6534
P 1.5949 -0.9344 1.2531
P -2.8377 1.4129 -1.0638
H 0.7580 1.0368 -0.9729
C -0.0587 1.6091 -0.5127
C -0.0892 1.7089 0.9753
H 0.8382 1.4097 1.5250
C -0.5865 -2.0017 -2.3034
C -0.7710 -3.2258 0.2407
C -3.1038 -2.2461 -0.8544
C 3.0104 -0.0633 2.0732
C 1.2143 -2.0675 2.6595
C 2.5690 -2.0549 0.1293
C -3.0070 3.2093 -1.4030
C -4.2014 1.0104 0.1008
C -3.0370 0.7370 -2.7759
H -0.2869 2.5651 -1.0199
H -0.4886 2.6551 1.3290
H -1.0044 -2.9207 -2.7379
H 0.5001 -2.1225 -2.2117
H -0.7907 -1.1710 -2.9860
H -1.2626 -4.1074 -0.1922
H -1.0422 -3.1785 1.2996
H 0.3105 -3.3581 0.1469
H -3.1221 -3.2149 -1.3731
H -3.6968 -1.5245 -1.4253
H -3.5538 -2.3691 0.1406
H 3.5156 -0.7649 2.7540
H 2.6162 0.7739 2.6639
H 3.7332 0.3296 1.3438
H 0.8542 -3.0418 2.3082
H 0.4371 -1.5994 3.2793
H 2.1219 -2.2090 3.2609
H 3.6403 -1.9456 0.3455
H 2.3849 -1.7753 -0.9167
H 2.2803 -3.1017 0.2722
H -3.9771 3.4072 -1.8931
H -2.1996 3.5455 -2.0714
H -2.9623 3.7918 -0.4735
H -5.1416 1.0323 -0.4490
H -4.2047 1.7534 0.9143
H -4.0269 0.0107 0.5392
H -3.5382 1.4849 -3.4039
H -3.5990 -0.1991 -2.8180
H -2.0324 0.5663 -3.1834
C 4.3131 1.5166 -2.5588
C 3.6705 1.0016 -3.6904
C 4.3933 0.8636 -4.8672
C 5.7378 1.2692 -4.9070
C 6.3713 1.7849 -3.7680
C 5.6580 1.9241 -2.5699
S 3.4007 1.3774 -1.0822
H 3.5127 0.0534 -1.0503
H 2.6359 0.6835 -3.6153
H 3.8990 0.4572 -5.7386
H 6.2784 1.1874 -5.8429
H 7.4079 2.0853 -3.8161
H 6.1171 2.3117 -1.6631
C -2.8472 -0.4593 4.6756
C -2.3315 0.9676 4.7937
C -1.3167 1.1067 3.6697
O -1.5984 0.0837 2.6781
C -2.3813 -0.9617 3.3052
H -2.4266 -1.0859 5.4654
H -3.9378 -0.5108 4.7363
H -1.8748 1.1828 5.7597
H -3.1335 1.6918 4.6232
H -1.3784 2.0980 3.2116
H -0.2899 0.9562 4.0352
H -1.7658 -1.8760 3.3960
H -3.2337 -1.1937 2.6456

4.
74
Properties=species:S:1:pos:R:3 method="wB97M-V/def2-TZVPD" e_lumo_ev="-9.486 / -12.822" relative_energy_kj_mol=0.00 orbital_gap_ha="0.246 / 0.123" spin_multiplicity=5 total_charge=+3
Co 0.1746 1.0247 0.1431
P 0.3363 2.5134 1.6689
P -1.9221 0.7807 0.1165
P 2.0797 0.0642 0.1145
H -1.3072 -2.5839 -7.1233
C -0.5144 -3.2906 -6.8449
C -0.5937 -4.0594 -5.7421
H -1.5458 -4.1586 -5.1990
C 0.4464 4.1737 0.9078
C -1.0049 2.7798 2.8933
C 1.8051 2.5188 2.7616
C -2.6429 -0.2882 -1.1842
C -2.9528 0.3508 1.5677
C -2.6911 2.4413 -0.1789
C 2.4270 -1.1854 -1.1884
C 2.9271 -0.6136 1.5951
C 3.2640 1.4364 -0.2538
H 0.2787 -3.3669 -7.6087
H 0.2373 -4.6760 -5.3767
H 0.4957 4.9463 1.6896
H -0.4261 4.3657 0.2747
H 1.3497 4.2366 0.2916
H -0.7910 3.6618 3.5147
H -1.0826 1.9042 3.5481
H -1.9752 2.9392 2.4176
H 1.8860 3.4702 3.3011
H 2.7319 2.3784 2.1985
H 1.7214 1.7061 3.4915
H -3.7398 -0.1992 -1.1949
H -2.3683 -1.3340 -0.9737
H -2.2610 -0.0142 -2.1765
H -3.6858 1.1496 1.7446
H -2.3219 0.2258 2.4500
H -3.4979 -0.5792 1.3878
H -3.7796 2.3075 -0.1746
H -2.3614 2.8566 -1.1392
H -2.4319 3.1519 0.6192
H 3.4673 -1.5428 -1.1525
H 2.2373 -0.7621 -2.1859
H 1.7605 -2.0497 -1.0560
H 3.8326 -1.1598 1.3022
H 2.2598 -1.2832 2.1436
H 3.2170 0.1970 2.2706
H 4.2836 1.0368 -0.3208
H 3.2411 2.1887 0.5450
H 2.9740 1.9180 -1.1959
C 0.2267 1.1779 -3.6998
C -0.1582 -0.1680 -3.5675
C -0.0641 -1.0020 -4.6824
C 0.4336 -0.5063 -5.8972
C 0.7456 0.8422 -6.0307
C 0.6467 1.6929 -4.9330
Se 0.3060 2.4324 -2.2145
H -0.1563 1.0578 -1.4190
H -0.4918 -0.5866 -2.6140
H -0.3819 -2.0503 -4.6283
H 0.5545 -1.1808 -6.7331
H 1.0672 1.2379 -6.9816
H 0.9230 2.7416 -5.0060
C -0.7717 -3.4345 5.3711
N -0.1724 -2.2715 4.7322
C 0.7216 -1.4398 5.4899
C -0.5755 -1.7417 3.5447
C -1.4077 -2.5785 2.5958
O -0.2154 -0.5705 3.2799
H -0.2890 -3.5561 6.3393
H -0.6365 -4.3501 4.7861
H -1.8482 -3.3079 5.5455
H 1.6262 -1.2663 4.9021
H 0.2661 -0.4635 5.6830
H 0.9520 -1.9494 6.4149
H -2.4123 -2.7598 3.0063
H -1.5079 -2.0347 1.6383
H -0.9167 -3.5417 2.3891

5.
82
Properties=species:S:1:pos:R:3 method="wB97M-V/def2-TZVPD" e_lumo_ev=-3.280 orbital_gap_ha=0.268 spin_multiplicity=1 total_charge=+1
C 2.6902 3.7881 2.1649
C 2.4796 3.2541 0.6695
C 3.5856 2.1266 0.4038
C 3.6472 1.8238 -1.1640
C 3.4514 0.2531 -1.5265
C 4.2475 -0.7278 -0.5543
C 3.3358 -1.6892 0.3332
C 1.9649 -1.0681 0.7858
N 0.7555 -0.8540 0.0736
C -0.2968 -0.2991 0.8470
N -1.5574 0.0171 0.5329
C -2.5594 0.5603 1.4918
C -2.2364 2.0217 2.0452
C -3.5109 2.9734 1.7692
F -2.1692 1.8879 3.4878
P -2.0886 -0.2280 -1.1517
O -2.5386 -1.6470 -1.4138
O -0.8298 0.1886 -2.2279
O -3.3350 0.8793 -1.5076
N 0.3156 -0.1377 2.1241
N 1.5951 -0.5660 2.0873
H 3.7937 3.8177 2.4500
H 2.0848 3.1390 2.8660
H 2.2909 4.8456 2.2052
H 2.6503 4.0990 -0.0658
H 1.4665 2.7858 0.4789
H 3.3112 1.2373 1.0506
H 4.5950 2.5246 0.7642
H 4.7109 2.0736 -1.5012
H 2.9408 2.4809 -1.7730
H 2.3539 0.0088 -1.6606
H 3.9221 0.1342 -2.5623
H 5.0186 -0.1523 0.0630
H 4.8750 -1.4150 -1.2201
H 3.1448 -2.7114 -0.1269
H 3.9214 -1.8989 1.2955
H -2.5974 -0.1603 2.3810
H -3.5940 0.4792 1.0161
H -1.2604 2.4623 1.6876
H -4.2608 2.5187 1.0534
H -4.0889 3.1735 2.7344
H -3.1359 3.9644 1.3774
H -0.3268 0.9333 -1.8249
H -2.9396 1.5847 -2.0721
H -0.0723 0.2337 2.9957
H 2.2507 -0.5554 2.8721
C 5.6508 2.2049 -4.8283
O 5.3909 1.4354 -3.9198
N 6.1982 3.4391 -4.6776
C 6.4796 4.2991 -5.8106
C 6.5109 3.9108 -3.3424
H 5.4532 1.9453 -5.8801
H 7.5490 4.5210 -5.8336
H 5.9167 5.2292 -5.7016
H 6.1949 3.8170 -6.7461
H 7.2206 3.2238 -2.8754
H 5.5967 3.9283 -2.7442
H 6.9415 4.9109 -3.3820
C -4.7346 -6.3603 -0.7435
O -4.9259 -7.4811 -0.3159
N -3.5577 -5.6811 -0.6641
C -3.4033 -4.3414 -1.1978
C -2.4233 -6.3184 -0.0254
H -5.5312 -5.7882 -1.2463
H -2.6190 -4.3493 -1.9582
H -3.1195 -3.6665 -0.3891
H -4.3325 -3.9900 -1.6469
H -2.1854 -7.2438 -0.5547
H -2.6832 -6.5644 1.0072
H -1.5573 -5.6563 -0.0377
C -6.5959 -0.6370 2.9101
O -6.0322 0.4380 3.0294
N -6.0729 -1.8426 3.2691
C -6.8045 -3.0831 3.0936
C -4.7433 -1.8856 3.8453
H -7.6089 -0.7147 2.4854
H -6.9350 -3.5614 4.0669
H -6.2346 -3.7442 2.4362
H -7.7840 -2.8987 2.6523
H -4.7297 -1.2813 4.7553
H -4.0303 -1.4628 3.1341
H -4.4597 -2.9109 4.0818

6.
77
Properties=species:S:1:pos:R:3 method="wB97M-V/def2-TZVPD" e_lumo_ev="2.050 / 2.023" orbital_gap_ha="0.251 / 0.250" spin_multiplicity=3 total_charge=-1
N 4.5159 5.8898 0.3126
P 4.5812 4.7649 -0.8279
In 6.3630 2.9599 -0.4255
I 4.9765 0.5173 -0.6430
C 7.9235 3.1058 -1.9663
C 9.3451 3.0729 -1.4019
C 10.3285 4.0860 -1.9994
S 10.4392 3.9866 -3.8101
H 5.2079 5.6810 1.0201
H 4.7846 5.3301 -2.1110
H 3.3050 4.2034 -1.0465
H 6.9681 3.1602 1.2020
H 7.7670 2.3067 -2.6924
H 7.7408 4.0484 -2.4954
H 9.3508 3.2652 -0.3239
H 9.7805 2.0762 -1.5321
H 10.0573 5.0972 -1.6990
H 11.3314 3.8804 -1.6235
H 10.3396 5.2843 -4.0834
C -1.1863 -2.2704 -2.5835
C -1.7730 -0.8464 -2.4748
C -1.9674 -0.2235 -3.8618
C -0.6739 0.2463 -4.5255
C 0.1274 1.1486 -3.5884
C 0.4156 0.4956 -2.2368
N -0.8920 0.0476 -1.6550
O -1.5282 0.9775 -1.0589
C 1.4081 -0.6614 -2.3950
C 1.0537 1.4958 -1.2888
C -3.1126 -0.9430 -1.7636
H -0.4868 -2.4708 -1.7747
H -1.9873 -3.0051 -2.5082
H -0.6722 -2.4431 -3.5284
H -2.6439 0.6315 -3.7656
H -2.4744 -0.9600 -4.4911
H -0.0701 -0.6085 -4.8421
H -0.9210 0.7964 -5.4358
H 1.0800 1.4309 -4.0412
H -0.4311 2.0739 -3.4171
H 1.5554 -1.1743 -1.4444
H 2.3728 -0.2541 -2.6950
H 1.1207 -1.3967 -3.1420
H 0.4630 2.4033 -1.1848
H 2.0370 1.7635 -1.6730
H 1.1944 1.0617 -0.2992
H -2.9817 -1.3125 -0.7476
H -3.7519 -1.6443 -2.3027
H -3.6196 0.0175 -1.7187
C -3.6590 -0.3313 3.9671
C -4.4277 -1.1528 2.9095
C -5.8890 -1.3550 3.3244
C -6.0919 -2.3877 4.4324
C -5.4007 -3.7054 4.0865
C -3.9159 -3.5298 3.7669
N -3.7954 -2.4953 2.6911
O -3.9885 -2.9673 1.5236
C -3.1299 -3.1501 5.0267
C -3.3281 -4.8285 3.2375
C -4.3670 -0.3975 1.5927
H -2.6332 -0.6786 4.0699
H -3.6128 0.7117 3.6589
H -4.1311 -0.3590 4.9492
H -6.4601 -1.6658 2.4442
H -6.2853 -0.3846 3.6323
H -5.7292 -2.0042 5.3899
H -7.1611 -2.5643 4.5633
H -5.4967 -4.4218 4.9062
H -5.8932 -4.1486 3.2159
H -2.0878 -2.9455 4.7805
H -3.1552 -3.9938 5.7169
H -3.5302 -2.2904 5.5540
H -3.8913 -5.2108 2.3908
H -3.3476 -5.5716 4.0359
H -2.2947 -4.6839 2.9219
H -3.3397 -0.3036 1.2417
H -4.7665 0.6060 1.7447
H -4.9518 -0.8825 0.8159

Calculated maximum force, 7.978; 6.171; 5.104; 4.640; 6.631; 0.773 eV/Å (same order as the records).